[1]
{"formula": "C44H116F6N11O15S2Ti", "method": "ωB97M-V with the def2-TZVPD basis set", "s_squared": 3.752, "e_lumo_ev": [0.0, 0.0], "e_tot_ev": -155692.873, "orbital_gap_ev": [5.4, 9.0], "e_above_lowest_kcal_mol": 0.0, "spin_multiplicity": 4, "species": ["Ti", "C", "F", "F", "F", "S", "O", "O", "N", "S", "O", "O", "C", "F", "F", "F", "C", "C", "C", "O", "C", "N", "H", "H", "H", "H", "H", "H", "H", "H", "H", "H", "H", "C", "C", "C", "O", "C", "N", "H", "H", "H", "H", "H", "H", "H", "H", "H", "H", "H", "C", "C", "C", "O", "C", "N", "H", "H", "H", "H", "H", "H", "H", "H", "H", "H", "H", "C", "C", "C", "O", "C", "N", "H", "H", "H", "H", "H", "H", "H", "H", "H", "H", "H", "C", "C", "C", "O", "C", "N", "H", "H", "H", "H", "H", "H", "H", "H", "H", "H", "H", "C", "C", "C", "O", "C", "N", "H", "H", "H", "H", "H", "H", "H", "H", "H", "H", "H", "C", "C", "C", "O", "C", "N", "H", "H", "H", "H", "H", "H", "H", "H", "H", "H", "H", "C", "C", "C", "O", "C", "N", "H", "H", "H", "H", "H", "H", "H", "H", "H", "H", "H", "C", "C", "C", "O", "C", "N", "H", "H", "H", "H", "H", "H", "H", "H", "H", "H", "H", "C", "C", "C", "O", "C", "N", "H", "H", "H", "H", "H", "H", "H", "H", "H", "H", "H", "C", "C", "O", "H", "H", "H", "H", "H", "H"], "coordinates": [[-2.646, -0.958, -0.092], [-1.857, 0.315, 3.381], [-3.079, 0.657, 3.055], [-1.534, 0.723, 4.605], [-1.734, -1.007, 3.430], [-0.607, 1.060, 2.162], [-1.156, 2.316, 1.682], [0.638, 1.121, 2.875], [-0.683, -0.052, 0.854], [0.768, -0.673, 0.828], [1.793, 0.269, 0.390], [1.190, -1.564, 1.885], [0.434, -1.853, -0.659], [0.372, -1.161, -1.782], [1.363, -2.777, -0.625], [-0.805, -2.405, -0.548], [3.936, 7.248, -0.356], [4.423, 5.805, -0.464], [3.552, 4.957, -1.386], [4.079, 3.654, -1.577], [4.046, 2.800, -0.444], [5.822, 5.836, -0.912], [3.542, 7.648, -1.299], [4.782, 7.920, -0.198], [3.198, 7.385, 0.432], [4.479, 5.484, 0.582], [3.631, 5.389, -2.390], [2.482, 4.898, -1.163], [4.507, 3.234, 0.443], [4.616, 1.933, -0.781], [3.017, 2.455, -0.307], [5.949, 4.917, -1.348], [5.896, 6.468, -1.709], [3.227, -5.024, -8.475], [3.038, -4.634, -7.012], [1.619, -4.341, -6.500], [1.355, -4.560, -5.122], [1.090, -3.374, -4.382], [3.678, -5.712, -6.202], [2.544, -5.860, -8.653], [4.250, -5.290, -8.720], [2.954, -4.230, -9.176], [3.714, -3.803, -6.776], [0.990, -5.019, -7.089], [1.414, -3.289, -6.713], [1.158, -3.680, -3.341], [0.075, -3.035, -4.617], [1.761, -2.539, -4.596], [3.727, -5.354, -5.257], [2.993, -6.469, -6.188], [-4.615, -4.249, -2.645], [-4.499, -3.089, -1.678], [-4.323, -3.672, -0.254], [-4.183, -2.596, 0.675], [-4.771, -2.883, 1.928], [-3.298, -2.338, -2.087], [-4.565, -3.941, -3.692], [-5.551, -4.819, -2.626], [-3.793, -4.959, -2.521], [-5.386, -2.462, -1.772], [-3.435, -4.299, -0.147], [-5.242, -4.262, -0.192], [-4.553, -3.868, 2.347], [-5.864, -2.836, 1.861], [-4.463, -2.116, 2.637], [-3.157, -2.271, -3.085], [-2.445, -2.746, -1.726], [-6.064, 0.351, 0.411], [-5.050, 1.022, -0.521], [-5.529, 2.368, -1.019], [-6.747, 2.126, -1.721], [-7.429, 3.320, -2.050], [-3.734, 1.052, 0.149], [-5.661, -0.393, 1.099], [-6.889, -0.082, -0.150], [-6.440, 1.101, 1.116], [-4.912, 0.369, -1.390], [-4.772, 2.871, -1.631], [-5.794, 3.025, -0.188], [-7.266, 4.153, -1.363], [-8.497, 3.096, -2.038], [-7.227, 3.666, -3.067], [-3.859, 1.649, 0.978], [-3.085, 1.695, -0.321], [6.043, -4.312, -0.098], [5.719, -2.822, 0.219], [5.779, -2.622, 1.711], [5.689, -1.272, 2.104], [4.496, -0.607, 1.774], [6.736, -2.086, -0.529], [7.051, -4.552, 0.252], [6.119, -4.510, -1.167], [5.288, -4.940, 0.378], [4.755, -2.610, -0.247], [6.692, -3.043, 2.134], [4.983, -3.203, 2.202], [4.529, 0.469, 1.936], [3.655, -1.102, 2.265], [4.374, -0.662, 0.683], [7.655, -2.499, -0.391], [6.898, -1.151, -0.157], [-6.242, 5.738, 4.015], [-5.337, 5.879, 2.806], [-5.150, 4.663, 1.917], [-4.700, 3.508, 2.614], [-3.520, 3.705, 3.376], [-5.722, 7.054, 2.010], [-5.963, 4.902, 4.654], [-7.219, 5.467, 3.598], [-6.393, 6.649, 4.588], [-4.302, 6.087, 3.114], [-4.482, 4.838, 1.068], [-6.142, 4.417, 1.526], [-2.696, 4.076, 2.772], [-3.194, 2.744, 3.769], [-3.676, 4.334, 4.254], [-5.168, 7.230, 1.182], [-5.589, 7.849, 2.624], [2.286, -8.826, -0.649], [2.479, -7.434, -0.125], [1.636, -6.307, -0.771], [1.818, -6.260, -2.155], [2.982, -5.550, -2.583], [1.996, -7.437, 1.292], [2.927, -9.045, -1.507], [1.245, -9.002, -0.923], [2.580, -9.580, 0.084], [3.549, -7.219, -0.003], [1.691, -5.387, -0.171], [0.568, -6.535, -0.664], [2.974, -5.631, -3.668], [3.922, -6.058, -2.356], [2.846, -4.506, -2.308], [2.551, -8.051, 1.882], [2.291, -6.524, 1.644], [-1.382, 6.592, 1.398], [0.100, 6.483, 1.599], [0.558, 5.477, 2.678], [1.906, 5.110, 2.414], [2.293, 3.865, 2.976], [0.604, 6.012, 0.291], [-1.751, 5.656, 0.975], [-1.684, 7.330, 0.647], [-1.929, 6.985, 2.261], [0.592, 7.450, 1.752], [-0.095, 4.597, 2.673], [0.504, 5.907, 3.685], [2.146, 2.956, 2.396], [1.837, 3.743, 3.964], [3.353, 3.959, 3.226], [0.042, 5.202, 0.026], [1.495, 5.580, 0.532], [-3.121, -3.267, 5.570], [-3.804, -2.220, 6.471], [-2.877, -1.842, 7.626], [-2.450, -3.029, 8.292], [-1.382, -2.850, 9.183], [-4.120, -0.936, 5.801], [-2.813, -4.102, 6.211], [-2.157, -2.926, 5.192], [-3.836, -3.767, 4.917], [-4.762, -2.707, 6.666], [-3.342, -1.153, 8.331], [-1.945, -1.478, 7.172], [-0.483, -2.522, 8.650], [-1.197, -3.791, 9.697], [-1.622, -2.122, 9.967], [-4.973, -1.162, 5.296], [-3.422, -0.740, 5.086], [3.951, -0.852, -2.185], [3.463, 0.335, -2.977], [4.489, 0.866, -3.999], [4.101, 1.682, -5.116], [3.716, 3.024, -4.828], [2.267, -0.054, -3.756], [4.377, -1.636, -2.815], [3.226, -1.295, -1.505], [4.783, -0.535, -1.548], [3.144, 1.123, -2.288], [5.136, 0.123, -4.468], [5.221, 1.511, -3.488], [3.271, 3.150, -3.838], [2.955, 3.337, -5.542], [4.632, 3.612, -4.908], [1.596, -0.238, -3.019], [1.941, 0.775, -4.245], [-0.445, 3.220, -2.901], [-0.553, 2.752, -1.481], [-1.084, 1.434, -1.478], [0.279, 4.035, -3.038], [-1.402, 3.522, -3.320], [0.087, 2.545, -3.578], [-1.164, 3.371, -0.802], [0.375, 2.835, -0.893], [-0.858, 0.988, -0.645]]}

=====

[2]
{"formula": "C44H119N3O24", "method": "ωB97M-V with the def2-TZVPD basis set", "e_lumo_ev": 0.3, "e_tot_ev": -101156.338, "orbital_gap_ev": 8.9, "e_above_lowest_kcal_mol": 0.0, "species": ["C", "C", "O", "O", "H", "H", "H", "H", "H", "H", "C", "C", "O", "O", "H", "H", "H", "H", "H", "H", "C", "C", "O", "O", "H", "H", "H", "H", "H", "H", "C", "C", "O", "O", "H", "H", "H", "H", "H", "H", "C", "C", "O", "O", "H", "H", "H", "H", "H", "H", "C", "C", "O", "O", "H", "H", "H", "H", "H", "H", "C", "C", "O", "O", "H", "H", "H", "H", "H", "H", "C", "O", "C", "C", "N", "C", "C", "O", "C", "H", "H", "H", "H", "H", "H", "H", "H", "H", "H", "H", "H", "H", "H", "H", "C", "O", "C", "C", "N", "C", "C", "O", "C", "H", "H", "H", "H", "H", "H", "H", "H", "H", "H", "H", "H", "H", "H", "H", "C", "O", "C", "C", "N", "C", "C", "O", "C", "H", "H", "H", "H", "H", "H", "H", "H", "H", "H", "H", "H", "H", "H", "H", "C", "C", "C", "O", "H", "H", "H", "H", "H", "H", "H", "H", "C", "C", "C", "O", "H", "H", "H", "H", "H", "H", "H", "H", "C", "C", "C", "O", "H", "H", "H", "H", "H", "H", "H", "H", "C", "C", "C", "O", "H", "H", "H", "H", "H", "H", "H", "H"], "coordinates": [[-6.407, -10.626, 0.797], [-5.356, -9.660, 1.364], [-5.866, -8.411, 1.698], [-6.969, -10.170, -0.422], [-7.177, -10.633, 1.570], [-5.942, -11.610, 0.720], [-4.531, -9.528, 0.655], [-4.770, -10.090, 2.181], [-6.705, -8.267, 1.251], [-6.399, -10.251, -1.201], [-8.225, -14.351, -3.704], [-7.125, -15.292, -3.135], [-5.893, -14.892, -3.722], [-9.512, -14.756, -3.438], [-8.155, -14.095, -4.763], [-8.088, -13.394, -3.186], [-7.507, -16.240, -3.524], [-7.215, -15.271, -2.049], [-5.135, -15.229, -3.226], [-9.989, -14.160, -4.022], [0.968, -16.182, 3.150], [0.070, -16.769, 4.268], [0.251, -18.207, 4.399], [0.695, -14.824, 2.976], [0.870, -16.746, 2.221], [2.040, -16.223, 3.362], [-0.990, -16.656, 4.040], [0.149, -16.359, 5.276], [1.169, -18.437, 4.562], [0.323, -14.716, 2.093], [0.992, -10.200, 3.934], [-0.032, -11.326, 3.907], [0.341, -12.368, 3.070], [1.231, -9.625, 2.656], [1.903, -10.536, 4.435], [0.740, -9.495, 4.734], [-1.017, -10.984, 3.573], [-0.236, -11.612, 4.943], [0.400, -13.248, 3.462], [0.449, -9.058, 2.590], [-5.829, -10.920, -3.283], [-4.790, -11.939, -3.799], [-4.230, -12.650, -2.716], [-5.170, -10.023, -2.438], [-6.759, -11.304, -2.856], [-6.267, -10.452, -4.168], [-3.926, -11.466, -4.269], [-5.301, -12.586, -4.513], [-4.086, -13.595, -2.847], [-4.493, -10.507, -1.952], [-1.964, -20.055, -0.510], [-2.476, -20.514, -1.931], [-1.443, -21.042, -2.722], [-1.562, -21.257, 0.169], [-2.728, -19.404, -0.084], [-1.027, -19.540, -0.726], [-3.066, -19.814, -2.522], [-3.141, -21.356, -1.714], [-0.958, -21.626, -2.129], [-0.738, -21.105, 0.637], [-2.684, -6.127, 2.665], [-2.045, -7.450, 3.040], [-0.624, -7.528, 2.863], [-2.534, -5.262, 3.816], [-3.766, -6.243, 2.628], [-2.307, -5.685, 1.743], [-2.427, -8.292, 2.467], [-2.258, -7.611, 4.098], [-0.126, -7.003, 3.495], [-1.730, -4.761, 3.656], [-5.980, -27.227, -2.661], [-6.318, -25.892, -2.949], [-6.544, -25.636, -4.318], [-6.636, -24.084, -4.571], [-5.363, -23.426, -4.447], [-5.274, -22.023, -4.739], [-6.324, -21.125, -3.939], [-6.077, -19.698, -4.043], [-6.193, -19.195, -2.727], [-5.424, -27.295, -1.723], [-5.295, -27.799, -3.291], [-6.839, -27.863, -2.432], [-7.524, -26.040, -4.594], [-5.927, -26.218, -5.008], [-7.328, -23.777, -3.780], [-7.210, -23.949, -5.488], [-4.899, -23.563, -3.558], [-5.611, -22.006, -5.778], [-4.308, -21.527, -4.654], [-6.361, -21.573, -2.945], [-7.260, -21.254, -4.485], [-7.109, -19.546, -2.248], [-6.410, -18.125, -2.780], [-5.252, -19.281, -2.182], [-14.450, -16.983, 0.770], [-13.170, -17.518, 0.621], [-12.267, -16.821, 1.482], [-10.818, -17.209, 1.209], [-9.911, -16.155, 1.739], [-8.570, -16.272, 1.161], [-7.786, -17.615, 1.274], [-6.531, -17.404, 0.665], [-5.675, -18.491, 0.810], [-14.593, -15.921, 0.546], [-14.761, -17.020, 1.818], [-15.149, -17.526, 0.136], [-12.673, -17.116, 2.454], [-12.385, -15.736, 1.431], [-10.783, -17.300, 0.118], [-10.558, -18.206, 1.563], [-10.255, -15.212, 1.633], [-7.895, -15.556, 1.629], [-8.656, -16.161, 0.076], [-8.315, -18.472, 0.843], [-7.625, -18.045, 2.268], [-4.840, -18.476, 0.108], [-6.202, -19.376, 0.439], [-5.333, -18.614, 1.839], [-2.523, -15.224, -4.119], [-3.332, -15.176, -2.955], [-3.184, -16.156, -1.933], [-3.664, -15.527, -0.673], [-2.817, -14.463, -0.205], [-3.215, -13.948, 1.119], [-2.293, -12.723, 1.430], [-2.488, -11.730, 0.453], [-1.835, -10.503, 0.722], [-1.551, -15.659, -3.879], [-2.353, -14.242, -4.556], [-2.971, -15.936, -4.813], [-2.163, -16.533, -1.829], [-3.700, -17.122, -1.952], [-3.741, -16.298, 0.098], [-4.716, -15.256, -0.824], [-2.980, -13.733, -0.890], [-3.061, -14.654, 1.935], [-4.272, -13.723, 0.959], [-1.261, -13.056, 1.523], [-2.791, -12.267, 2.291], [-2.199, -10.086, 1.662], [-1.990, -9.809, -0.103], [-0.756, -10.640, 0.824], [-2.830, -13.691, 5.882], [-3.863, -12.628, 6.302], [-4.404, -11.892, 5.116], [-4.965, -13.199, 6.965], [-2.387, -13.381, 4.935], [-3.208, -14.707, 5.771], [-2.025, -13.678, 6.619], [-3.510, -11.838, 6.969], [-3.594, -11.626, 4.435], [-4.943, -11.014, 5.473], [-5.060, -12.527, 4.519], [-4.713, -13.910, 7.558], [-0.204, -13.668, -1.725], [0.548, -14.806, -1.017], [1.930, -14.450, -0.425], [-0.227, -15.322, 0.089], [-0.469, -13.021, -0.888], [-1.048, -13.885, -2.375], [0.569, -13.159, -2.304], [0.586, -15.689, -1.660], [2.608, -14.128, -1.216], [2.305, -15.351, 0.059], [1.882, -13.652, 0.317], [-1.177, -15.166, -0.071], [0.855, -19.231, -5.528], [-0.241, -18.297, -4.989], [-1.643, -18.628, -5.562], [-0.385, -18.482, -3.579], [1.865, -19.073, -5.145], [0.898, -19.285, -6.615], [0.713, -20.210, -5.064], [0.048, -17.275, -5.237], [-2.381, -17.846, -5.390], [-1.988, -19.608, -5.235], [-1.518, -18.572, -6.647], [-0.559, -19.425, -3.478], [-6.431, -15.128, -8.385], [-6.174, -15.413, -6.905], [-5.750, -16.871, -6.559], [-4.925, -14.748, -6.661], [-7.298, -15.675, -8.766], [-5.668, -15.419, -9.106], [-6.750, -14.095, -8.525], [-6.937, -15.034, -6.226], [-5.922, -17.189, -5.529], [-4.677, -17.013, -6.686], [-6.253, -17.626, -7.167], [-4.771, -15.060, -5.763]]}